(1)
Formula: C32H52N7O3P2RuS4
Source: the Open Molecules 2025 dataset
Level of theory: ωB97M-V/def2-TZVPD

Properties
relative energy (zero: lowest compared OMol25 entry of this formula, charge and spin)	0.4045	eV
maximum force	0.4	eV/A
expectation value of S²	8.7936
M	874.1	g mol⁻¹
HOMO energy (alpha / beta)	-0.1919 / -0.2644	hartree
electronic energy	-115101.2893	eV

```
! RIJCOSX wB97M-V def2-TZVPD def2/J DEFGRID3
* xyz 0 6
Ru 0.000 -0.236 0.123
C 2.347 -0.787 4.986
S 2.684 0.762 4.120
C 1.531 0.674 2.790
S 1.174 -0.913 2.086
N 1.009 1.782 2.400
N 0.226 1.663 1.309
C -0.384 2.730 0.810
C -1.051 2.552 -0.409
C -1.717 3.593 -1.102
C -2.250 3.363 -2.334
C -2.115 2.086 -2.931
C -1.475 1.106 -2.219
N -0.987 1.303 -0.986
H 2.968 -0.765 5.881
H 2.620 -1.652 4.387
H 1.301 -0.850 5.279
H -0.296 3.701 1.281
H -1.753 4.573 -0.646
H -2.746 4.165 -2.868
H -2.484 1.879 -3.925
H -1.327 0.111 -2.623
N 1.377 2.803 -7.985
C 1.574 2.989 -6.622
C 0.495 3.298 -5.789
C 0.696 3.535 -4.444
C 1.975 3.465 -3.907
C 3.054 3.167 -4.726
C 2.855 2.931 -6.076
S 2.205 3.720 -2.173
O 1.327 4.786 -1.776
O 3.628 3.872 -1.963
N 1.637 2.374 -1.502
C 2.371 1.310 -1.313
S 4.071 1.118 -1.764
C 4.030 -0.532 -1.246
C 2.826 -0.835 -0.745
N 1.873 0.166 -0.781
H 0.447 2.544 -8.265
H 2.095 2.291 -8.469
H -0.502 3.364 -6.208
H -0.135 3.782 -3.798
H 4.048 3.139 -4.301
H 3.701 2.713 -6.717
H 4.906 -1.158 -1.267
H 2.574 -1.773 -0.277
C -0.721 -4.314 -2.780
P 0.479 -3.141 -2.125
C 1.720 -2.942 -3.411
C 1.286 -3.986 -0.736
O -0.156 -1.836 -1.755
H -0.248 -5.270 -3.009
H -1.166 -3.905 -3.687
H -1.509 -4.468 -2.042
H 2.127 -3.905 -3.722
H 2.521 -2.301 -3.041
H 1.251 -2.451 -4.264
H 0.858 -4.976 -0.585
H 1.135 -3.403 0.175
H 2.356 -4.087 -0.911
C -1.860 -3.742 1.671
C -3.206 -3.033 1.422
C -3.600 -3.336 -0.030
C -4.270 -3.625 2.350
P -2.951 -1.175 1.579
N -1.603 -0.851 0.812
C -4.355 -0.233 0.764
C -5.760 -0.705 1.154
C -4.197 1.244 1.159
C -4.212 -0.319 -0.768
C -2.794 -0.685 3.383
C -1.923 -1.730 4.098
C -4.121 -0.550 4.135
C -2.030 0.647 3.471
H -1.875 -4.705 1.155
H -1.683 -3.942 2.725
H -1.022 -3.160 1.286
H -3.589 -4.421 -0.164
H -2.896 -2.890 -0.735
H -4.603 -2.994 -0.269
H -4.339 -4.698 2.150
H -5.259 -3.198 2.183
H -4.019 -3.511 3.403
H -5.939 -0.700 2.227
H -5.979 -1.702 0.772
H -6.480 -0.022 0.698
H -4.446 1.425 2.203
H -4.888 1.830 0.550
H -3.189 1.613 0.965
H -4.805 -1.128 -1.188
H -3.180 -0.447 -1.073
H -4.566 0.614 -1.209
H -2.421 -2.690 4.220
H -1.709 -1.349 5.099
H -0.970 -1.873 3.588
H -4.724 -1.458 4.117
H -4.727 0.276 3.764
H -3.889 -0.331 5.181
H -1.143 0.646 2.839
H -1.704 0.780 4.505
H -2.639 1.507 3.208
*
```

Mulliken atomic charge list, values in e, 2 entries: number 1, Ru, carries 0.36; number 2, C, carries -0.68



(2)
Formula: CF4N2O
Source: the Open Molecules 2025 dataset
Level of theory: ωB97M-V/def2-TZVPD

Properties
relative energy (zero: lowest compared OMol25 entry of this formula, charge and spin)	7.6764	eV
maximum force	2.0	eV/A
M	132.0	g mol⁻¹
HOMO energy (alpha / beta)	-0.3911 / -0.3750	hartree
electronic energy	-16925.5411	eV

```
! RIJCOSX wB97M-V def2-TZVPD def2/J DEFGRID3
* xyz 0 1
C 0.058 1.566 0.231
N -0.037 0.166 0.034
N 0.675 -1.678 -0.524
O 0.962 2.271 -0.017
F -1.259 -0.337 0.428
F -1.114 1.969 0.737
F -0.051 -1.855 -1.609
F 0.092 -2.384 0.414
*
```

Mulliken atomic charge list, values in e, 2 entries: number 1, C, carries 0.43; number 2, N, carries 0.08